DFT (ωB97M-V with the def2-TZVPD basis set) results for a structure of composition C12H17Cl2F3O4Ru at a distorted geometry.

```
39
C12H17Cl2F3O4Ru, DFT ωB97M-V with the def2-TZVPD basis set
C -0.6116 1.0144 -1.5285
C -1.4854 -0.0601 -1.3921
C -0.7393 -1.2525 -1.1746
C -2.9548 -0.0036 -1.5579
C 0.6160 -0.9419 -1.1998
C 0.7718 0.5386 -1.2725
C 1.9447 1.1619 -1.9246
C -0.9672 2.3246 -2.0880
C -1.3354 -2.6037 -1.1139
C 1.6997 -1.8932 -1.4792
Ru 0.9803 0.8935 0.8116
Cl -3.0788 -1.8364 1.8805
Cl -1.0801 1.9214 1.1380
O 2.2356 -0.4837 1.0399
H -3.3331 0.9773 -1.2550
H -3.4395 -0.7596 -0.9328
H -3.2553 -0.1681 -2.6027
H -2.1665 -2.6205 -0.3915
H -0.6062 -3.3403 -0.7731
H -1.7140 -2.9470 -2.0897
H 1.3201 -2.9127 -1.3660
H 2.5163 -1.7323 -0.7686
H 2.1049 -1.8038 -2.5030
H 2.8626 0.7919 -1.4588
H 1.9076 2.2499 -1.8123
H 1.9501 0.8946 -2.9896
H -1.8666 2.7208 -1.5970
H -1.1814 2.2405 -3.1659
H -0.1320 3.0214 -1.9761
H 2.0020 -0.9569 1.8988
O 1.7699 2.5978 0.7237
H 1.1488 3.3547 0.8361
F -0.1585 -1.1484 5.6713
C 0.3588 0.0065 5.1644
F -0.6108 0.9649 5.2066
F 1.3790 0.4106 5.9739
C 0.9185 -0.1907 3.6851
O 1.3286 -1.3237 3.3762
O 0.9014 0.8938 3.0072
```

The HOMO-LUMO gap (alpha / beta) comes out at 0.23496 / 0.23126 hartree. As for the charge: -2. The calculation puts the LUMO energy (alpha / beta) at 5.29 / 5.03 eV. As for the multiplicity: 5.